# 1
C6H9CoO4 as an isolated structure in a non-equilibrium geometry. Source: the Open Molecules 2025 dataset; level of theory: ωB97M-V/def2-TZVPD.

Values from the calculation:
Spin multiplicity = 5
E_HOMO (alpha / beta) = -0.7133 / -0.7147 Ha
LUMO (alpha / beta) = -9.6 / -12.2 eV
Net charge = +2
HOMO-LUMO gap (alpha / beta) = 9.8 / 7.2 eV

The geometry in XYZ format:
```
20
C6H9CoO4, DFT ωB97M-V/def2-TZVPD
O -0.918 1.649 2.022
C -0.808 2.381 0.847
C -1.799 2.956 0.171
H 0.229 2.429 0.503
H -1.548 3.507 -0.736
H -2.810 3.007 0.578
O 1.006 -0.773 -1.587
C -0.055 -0.136 -1.160
O -0.575 0.622 -2.023
Co -1.942 0.416 -0.676
O -2.079 -0.039 1.171
C -1.140 0.332 1.902
H -0.841 -0.211 2.807
C 1.899 -1.388 -0.641
H 2.909 -1.108 -0.967
H 1.714 -0.948 0.347
C 1.718 -2.888 -0.644
H 0.698 -3.164 -0.341
H 1.919 -3.303 -1.640
H 2.424 -3.339 0.067
```

Mulliken population analysis, charges in e, atoms 1 to 5:
1. O -0.166
2. C -0.134
3. C -0.623
4. H 0.463
5. H 0.353

***

# 2
One molecule with the formula C5H6 in a non-equilibrium geometry. Source: the Open Molecules 2025 dataset; level of theory: ωB97M-V/def2-TZVPD.

Values from the calculation:
E_HOMO = -0.3161 Ha
LUMO = 1.0 eV
HOMO-LUMO gap = 9.6 eV
SMILES = C=C=C1CC1

The geometry in XYZ format:
```
11
C5H6, DFT ωB97M-V/def2-TZVPD
C 2.754 -0.068 -0.062
C 1.252 0.058 -0.027
C -0.134 0.117 -0.188
C -1.322 -0.780 -0.035
C -1.431 0.712 0.004
H 3.241 -0.328 -1.066
H 3.453 0.162 0.788
H -1.522 -1.382 0.967
H -1.512 -1.259 -0.994
H -1.759 1.412 -0.853
H -1.540 1.238 0.905
```

Mulliken population analysis, charges in e, atoms 1 to 5:
1. C -0.731
2. C 0.201
3. C 0.257
4. C -0.384
5. C -0.622

***

# 3
A 9-piece molecular cluster, C36H52N2O14 overall in a non-equilibrium geometry. Source: the Open Molecules 2025 dataset; level of theory: ωB97M-V/def2-TZVPD.

Values from the calculation:
E_HOMO = -0.3194 Ha
LUMO = -0.2 eV
HOMO-LUMO gap = 8.5 eV
SMILES = c1cc[nH]c1.c1cc[nH]c1.O=C1CCCO1.O=C1CCCO1.O=C1CCCO1.O=C1CCCO1.O=C1CCCO1.O=C1CCCO1.O=C1CCCO1

The geometry in XYZ format:
```
104
C36H52N2O14, DFT ωB97M-V/def2-TZVPD
C -15.612 24.874 -0.504
C -15.893 23.544 -0.182
C -14.716 22.985 0.306
N -13.720 23.898 0.280
C -14.256 25.045 -0.218
H -16.299 25.580 -0.947
H -16.905 23.170 -0.235
H -14.472 22.061 0.811
H -12.745 23.866 0.538
H -13.603 25.889 -0.388
C -21.476 27.048 -2.320
C -21.548 26.353 -1.067
C -20.271 26.269 -0.574
N -19.398 26.908 -1.444
C -20.145 27.442 -2.476
H -22.314 27.242 -2.973
H -22.409 25.917 -0.582
H -19.916 25.734 0.294
H -18.415 26.987 -1.226
H -19.595 27.973 -3.239
O -27.143 25.477 -5.688
C -26.507 25.558 -4.627
C -25.395 24.638 -4.037
C -25.365 25.157 -2.536
C -25.995 26.530 -2.606
O -26.743 26.593 -3.810
H -25.717 23.601 -4.134
H -24.436 24.775 -4.538
H -25.826 24.422 -1.876
H -24.309 25.160 -2.267
H -26.555 26.912 -1.753
H -25.133 27.174 -2.781
O -22.975 26.154 -7.253
C -22.146 27.060 -7.182
C -21.260 27.491 -6.018
C -20.155 28.394 -6.688
C -21.166 29.046 -7.714
O -21.874 27.922 -8.186
H -21.915 28.027 -5.331
H -20.766 26.642 -5.544
H -19.884 29.125 -5.926
H -19.266 27.845 -6.999
H -21.793 29.834 -7.300
H -20.715 29.471 -8.611
O -16.807 27.799 -1.892
C -15.845 28.544 -1.852
C -14.454 28.355 -2.483
C -13.632 29.133 -1.551
C -14.543 30.257 -1.113
O -15.793 29.636 -1.084
H -14.259 27.290 -2.610
H -14.431 28.855 -3.452
H -13.331 28.511 -0.708
H -12.736 29.513 -2.042
H -14.218 30.567 -0.120
H -14.716 31.108 -1.773
O -21.082 31.013 1.201
C -20.566 31.298 0.108
C -19.701 30.427 -0.737
C -19.887 31.089 -2.046
C -20.163 32.538 -1.748
O -20.722 32.494 -0.477
H -18.698 30.382 -0.313
H -20.039 29.391 -0.750
H -18.981 30.884 -2.616
H -20.713 30.622 -2.582
H -19.292 33.172 -1.912
H -20.921 32.897 -2.444
O -24.789 28.273 -0.376
C -24.393 28.766 0.699
C -23.212 28.375 1.545
C -23.733 28.751 2.950
C -24.526 29.989 2.655
O -25.098 29.713 1.376
H -22.946 27.318 1.549
H -22.303 28.864 1.195
H -24.313 27.975 3.450
H -22.912 29.019 3.615
H -25.268 30.253 3.407
H -23.881 30.866 2.608
O -18.454 23.706 -7.230
C -17.872 24.404 -6.362
C -16.836 23.942 -5.333
C -17.059 24.939 -4.252
C -17.670 26.154 -4.982
O -18.187 25.700 -6.203
H -16.972 22.890 -5.084
H -15.868 23.959 -5.835
H -17.832 24.470 -3.643
H -16.160 25.203 -3.695
H -18.522 26.520 -4.409
H -16.931 26.927 -5.194
O -22.831 22.847 -4.059
C -21.955 22.772 -3.151
C -20.445 22.783 -3.354
C -19.871 23.080 -1.916
C -21.068 22.709 -1.034
O -22.267 22.748 -1.805
H -20.032 21.806 -3.610
H -20.338 23.542 -4.129
H -18.997 22.467 -1.702
H -19.625 24.134 -1.782
H -20.903 21.672 -0.743
H -21.091 23.143 -0.035
```

Mulliken population analysis, charges in e, atoms 1 to 5:
1. C 0.556
2. C -0.953
3. C -0.648
4. N 0.048
5. C -0.821

***

# 4
C27H35FIN7O5PRuS2 as an isolated structure. Source: the Open Molecules 2025 dataset; level of theory: ωB97M-V/def2-TZVPD.

Values from the calculation:
E_HOMO = -0.3119 Ha
LUMO = -3.2 eV
Net charge = +1
HOMO-LUMO gap = 5.3 eV

The geometry in XYZ format:
```
80
C27H35FIN7O5PRuS2, DFT ωB97M-V/def2-TZVPD
Ru 1.276 2.547 -0.578
F -2.045 -3.038 -2.740
C -1.314 -2.874 -1.613
C -0.566 -1.747 -1.443
C 0.145 -1.568 -0.252
C 0.906 -0.322 -0.062
O 0.865 0.516 -0.982
C 1.600 -0.195 1.183
C 1.479 -1.202 2.094
N 0.771 -2.340 1.931
C 0.693 -3.302 3.006
C 1.368 -4.633 2.838
C 1.932 -3.612 3.781
C 0.074 -2.542 0.751
C -0.701 -3.692 0.548
C -1.390 -3.868 -0.632
N -2.195 -5.039 -0.817
C -1.880 -5.841 -1.996
C -2.744 -7.115 -1.947
N -3.297 -7.242 -0.559
C -4.275 -6.137 -0.265
C -3.635 -4.816 -0.723
C 2.586 0.908 1.587
O 3.271 0.689 2.578
O 2.699 1.935 0.830
H -0.527 -0.977 -2.203
H 2.012 -1.092 3.028
H -0.245 -3.272 3.549
H 1.906 -4.794 1.913
H 0.878 -5.506 3.247
H 2.848 -3.120 3.487
H 1.822 -3.766 4.844
H -0.759 -4.461 1.305
H -0.820 -6.093 -1.968
H -2.083 -5.321 -2.937
H -2.173 -8.013 -2.172
H -3.600 -7.066 -2.617
H -2.516 -7.132 0.093
H -3.726 -8.154 -0.411
H -4.464 -6.158 0.807
H -5.196 -6.367 -0.796
H -3.837 -4.039 0.009
H -4.063 -4.492 -1.680
C 3.114 5.007 3.705
C 1.765 5.618 3.419
O 0.850 4.567 3.014
P 0.340 4.490 1.524
S -0.416 2.658 1.226
S 1.701 4.837 0.118
O -0.790 5.624 1.551
C -1.370 6.164 0.350
C -2.867 5.953 0.385
H 3.806 5.779 4.043
H 3.515 4.540 2.805
H 3.032 4.246 4.481
H 1.828 6.373 2.633
H 1.319 6.075 4.302
H -0.914 5.699 -0.527
H -1.115 7.223 0.323
H -3.105 4.892 0.461
H -3.322 6.353 -0.522
H -3.309 6.454 1.245
N 4.071 2.217 -1.447
C 5.073 2.503 -2.293
C 4.520 3.144 -3.376
C 3.152 3.222 -3.078
N 2.892 2.653 -1.907
H 4.079 1.897 -0.481
H 6.091 2.240 -2.063
H 5.028 3.515 -4.247
H 2.364 3.691 -3.638
I -2.249 2.543 -5.680
C -1.576 2.832 -3.759
C -2.312 3.212 -2.663
N -1.450 3.283 -1.634
N -0.201 2.964 -1.990
C -0.263 2.684 -3.286
H -3.356 3.442 -2.550
H -1.618 3.392 -0.634
H 0.613 2.369 -3.820
```

Mulliken population analysis, charges in e, atoms 1 to 5:
1. Ru 0.611
2. F -0.362
3. C 0.322
4. C -0.631
5. C 0.989

***

# 5
One molecule with the formula C4H6BrNS in a non-equilibrium geometry. Source: the Open Molecules 2025 dataset; level of theory: ωB97M-V/def2-TZVPD.

Values from the calculation:
E_HOMO = -0.3344 Ha
LUMO = 0.4 eV
HOMO-LUMO gap = 9.5 eV
SMILES = C[C@@H]1C=N[C@H](Br)S1

The geometry in XYZ format:
```
13
C4H6BrNS, DFT ωB97M-V/def2-TZVPD
C 0.513 -1.153 1.206
C 0.781 -0.429 -0.109
C 0.605 1.054 0.039
N -0.341 1.640 -0.543
C -1.177 0.810 -1.291
Br -2.958 0.787 -0.374
S -0.425 -0.861 -1.415
H -0.489 -0.926 1.566
H 1.237 -0.842 1.957
H 0.595 -2.227 1.061
H 1.778 -0.671 -0.485
H 1.274 1.619 0.670
H -1.390 1.200 -2.283
```

Mulliken population analysis, charges in e, atoms 1 to 5:
1. C -1.150
2. C 0.205
3. C -0.354
4. N -0.466
5. C -0.089